No. 1
{"formula": "C4H7NO2", "method": "ωB97M-V/def2-TZVPD", "smiles": "O=C[C@H]1C/C1=N/O.[H][H]", "e_above_lowest_ev": 5.064, "homo_lumo_gap_ev": 10.70, "lumo_ev": 0.7, "symbols": ["O", "N", "C", "C", "C", "C", "O", "H", "H", "H", "H", "H", "H", "H"], "coordinates": [[-0.314, 0.426, 2.557], [-1.343, 0.781, 1.696], [-0.994, 0.618, 0.498], [-1.367, 0.608, -0.899], [0.033, 0.125, -0.433], [0.287, -1.341, -0.384], [1.383, -1.847, -0.397], [-0.698, 0.584, 3.429], [-1.396, 1.545, -1.450], [-2.070, -0.149, -1.245], [0.894, 0.753, -0.648], [3.340, 0.236, -1.444], [-0.631, -1.965, -0.313], [2.988, -0.331, -1.112]], "atomic_forces_ev_per_a": [[0.1, 0.0, 0.4], [-0.1, 0.0, -0.7], [-0.1, 0.0, 0.3], [-0.2, 0.1, 0.0], [0.3, 0.0, 0.0], [0.3, -0.2, 0.0], [-0.5, 0.2, 0.0], [0.1, 0.0, -0.1], [0.0, -0.1, 0.1], [0.1, 0.1, 0.1], [-0.1, -0.1, 0.1], [0.0, 0.0, 0.0], [0.1, 0.0, 0.0], [0.1, 0.1, -0.1]]}



No. 2
{"formula": "C4H14N2O2", "method": "ωB97M-V/def2-TZVPD", "smiles": "[H]/N=C/NCCC.O.O", "e_above_lowest_ev": 2.557, "homo_lumo_gap_ev": 9.85, "lumo_ev": 0.5, "symbols": ["C", "C", "C", "N", "C", "N", "H", "H", "H", "H", "H", "H", "H", "H", "H", "H", "H", "H", "O", "H", "H", "O"], "coordinates": [[0.213, 1.292, -2.916], [-0.139, 1.665, -1.453], [-0.399, 0.308, -0.557], [-1.299, 0.789, 0.550], [-1.692, -0.342, 1.394], [-1.818, -0.154, 2.619], [1.158, 0.908, -3.227], [-0.495, 0.424, -3.084], [-0.187, 2.148, -3.524], [-0.873, 2.522, -1.361], [0.814, 2.288, -1.079], [-1.110, -0.318, -1.117], [0.491, -0.323, -0.208], [-0.986, 1.568, 1.074], [-2.041, -1.227, 0.855], [-2.285, -0.749, 3.242], [1.746, -0.021, -1.033], [2.785, -1.255, -0.811], [2.687, -0.259, -0.920], [0.575, -2.416, 2.154], [1.596, -3.473, 1.754], [1.404, -2.498, 1.592]], "atomic_forces_ev_per_a": [[-4.0, 0.0, 0.0], [3.8, 0.3, 1.2], [-1.4, 2.8, -0.1], [0.2, -4.3, 0.0], [-0.5, 2.3, -1.0], [0.9, 1.9, 0.4], [1.0, 0.3, 0.3], [0.6, 0.9, -0.5], [0.9, -1.0, 0.0], [0.0, -1.8, -0.2], [-1.7, -1.7, -0.2], [0.7, -0.1, -0.3], [-1.3, 1.2, -0.3], [0.6, 0.6, 0.8], [0.3, 0.0, -0.3], [-0.6, -1.6, 0.3], [1.1, -0.6, 0.0], [-0.7, 2.1, -0.2], [0.2, -1.4, -0.1], [1.4, 0.3, -1.0], [0.0, 1.8, -0.5], [-1.4, -2.0, 1.5]]}



No. 3
{"formula": "C5H7N", "method": "ωB97M-V/def2-TZVPD", "e_above_lowest_ev": 6.568, "homo_lumo_gap_ev": 8.77, "lumo_ev": 0.7, "symbols": ["C", "C", "C", "C", "N", "C", "H", "H", "H", "H", "H", "H", "H"], "coordinates": [[-1.005, 0.955, 0.557], [-1.313, -0.453, 0.199], [-0.594, 0.436, -0.791], [0.792, -0.167, -0.855], [1.619, -0.095, 0.332], [0.737, -1.172, 0.222], [-1.880, 1.603, 0.561], [-0.276, 1.239, 1.316], [-0.665, -1.323, 0.648], [-1.071, 0.800, -1.697], [1.318, -0.279, -1.799], [1.439, 0.636, 1.018], [1.027, -2.216, 0.288]], "atomic_forces_ev_per_a": [[0.0, 0.1, 0.1], [0.0, 0.1, 0.0], [0.0, 0.1, -0.2], [-0.1, 0.0, -0.2], [0.0, 0.1, 0.1], [0.2, -0.1, 0.0], [0.1, -0.1, 0.0], [-0.1, -0.1, -0.1], [0.0, 0.0, 0.0], [0.1, -0.1, 0.2], [-0.1, 0.0, 0.2], [0.0, -0.1, -0.1], [-0.1, 0.1, 0.0]]}



Number 1: calculated total energy -361.6948 Ha, strongest force on any atom 0.67 eV/A. Number 2: calculated total energy -420.7111 Ha, strongest force on any atom 4.31 eV/A. Number 3: calculated total energy -249.2319 Ha, strongest force on any atom 0.24 eV/A.